A molecular structure, C4H4BeO at a distorted geometry, computed with the ωB97M-V functional and the def2-TZVPD basis.

Structure (XYZ):
```
10
Properties=species:S:1:pos:R:3:forces:R:3:lowdin_spin:R:1
H -0.87651 2.10697 0.60934 -0.162 0.143 -0.102 0.02
C 1.59355 -2.14019 0.66797 -0.580 0.791 -0.902 0.00
C 1.13098 -1.17439 0.09778 0.146 -0.934 0.317 0.00
H 1.96306 -3.05474 1.09351 0.006 0.328 -0.032 0.00
C 0.55779 0.04921 -0.36605 0.132 0.496 0.395 0.01
C -0.73838 0.32420 -0.18591 1.077 -4.261 0.236 0.06
O -1.24234 1.59588 -0.13828 3.690 1.612 4.418 0.20
Be -2.13259 1.89779 -1.08213 -4.547 1.725 -4.857 0.68
H 1.24190 0.82109 -0.73247 -0.123 -0.089 0.265 0.00
H -1.49746 -0.42582 0.03625 0.360 0.189 0.262 0.01
```
Positions in Å, forces in eV/Å.

- Net charge: +1
- HOMO-LUMO gap (alpha / beta): 7.916 / 8.470 eV
- Calculated total energy: -6649.12719 eV
- Spin multiplicity: 2
- LUMO (alpha / beta): -4.9546 / -5.6085 eV
- HOMO energy (alpha / beta): -12.9 / -14.1 eV